C26H50N3O22P | wB97M-V/def2-TZVPD

The geometry in XYZ format:
```
102
Properties=species:S:1:pos:R:3:lowdin_charge:R:1
N -3.95 3.71 -1.52 0.18
C -3.00 3.06 -1.42 -0.24
C -1.74 2.35 -1.43 -0.13
C -1.73 1.17 -0.40 -0.51
C -2.79 1.34 0.56 -0.26
N -3.60 1.52 1.37 0.22
C -0.39 1.08 0.36 -0.23
N -0.62 0.47 1.68 0.05
P -1.93 -0.40 -1.34 0.79
O -2.33 -1.58 -0.55 -0.41
H -1.62 2.01 -2.45 0.11
H -1.00 3.08 -1.16 0.12
H 0.32 0.47 -0.19 0.08
H 0.00 2.06 0.54 0.11
H 0.23 0.45 2.21 0.07
H -0.93 -0.48 1.52 0.04
H -2.78 -0.15 -2.44 0.04
H -0.65 -0.61 -1.90 0.04
C -2.27 -2.63 2.55 -0.03
O -1.02 -2.17 3.07 -0.03
C -0.78 -2.53 4.33 -0.63
O -1.50 -3.18 5.03 0.14
O 0.39 -2.01 4.66 -0.01
C 0.82 -2.26 6.00 -0.03
H -2.32 -2.27 1.52 0.05
H -2.30 -3.72 2.55 0.10
H -3.09 -2.22 3.12 0.11
H 0.95 -3.32 6.20 0.10
H 0.12 -1.83 6.72 0.10
H 1.78 -1.75 6.10 0.09
C -5.25 -2.80 -0.63 -0.03
O -5.99 -3.95 -0.20 0.01
C -6.21 -4.03 1.11 -0.63
O -5.85 -3.25 1.94 0.13
O -6.90 -5.15 1.34 0.00
C -7.21 -5.36 2.72 -0.04
H -5.16 -2.87 -1.71 0.09
H -5.79 -1.89 -0.38 0.10
H -4.26 -2.78 -0.19 0.06
H -7.82 -4.55 3.11 0.10
H -6.30 -5.46 3.31 0.10
H -7.76 -6.29 2.77 0.09
C 3.17 -1.52 1.14 -0.02
O 4.23 -0.58 0.95 0.00
C 3.96 0.38 0.07 -0.64
O 2.92 0.51 -0.53 0.09
O 5.01 1.17 -0.02 0.02
C 4.86 2.26 -0.95 -0.02
H 3.51 -2.23 1.88 0.10
H 2.27 -1.02 1.52 0.08
H 2.94 -2.04 0.21 0.10
H 4.04 2.90 -0.65 0.10
H 4.69 1.88 -1.96 0.09
H 5.79 2.82 -0.93 0.10
C 2.65 -0.71 -3.36 -0.03
O 3.77 -0.09 -4.00 0.01
C 4.24 -0.77 -5.04 -0.62
O 3.81 -1.81 -5.44 0.12
O 5.26 -0.09 -5.55 0.01
C 5.87 -0.72 -6.69 -0.04
H 2.35 -0.06 -2.54 0.06
H 1.81 -0.81 -4.06 0.10
H 2.92 -1.68 -2.97 0.10
H 5.15 -0.82 -7.50 0.10
H 6.27 -1.70 -6.42 0.10
H 6.68 -0.07 -7.00 0.09
C 3.36 1.15 3.45 -0.02
O 2.73 2.33 3.95 0.01
C 2.64 2.40 5.27 -0.63
O 3.03 1.55 6.03 0.13
O 2.03 3.53 5.59 0.00
C 1.86 3.74 6.99 -0.03
H 3.34 1.22 2.38 0.07
H 4.39 1.09 3.79 0.11
H 2.81 0.26 3.76 0.10
H 2.82 3.80 7.49 0.10
H 1.25 2.95 7.43 0.10
H 1.34 4.69 7.10 0.09
C -2.97 -3.74 -6.52 -0.04
O -1.73 -4.38 -6.82 0.01
C -0.66 -3.66 -6.52 -0.63
O -0.66 -2.56 -6.04 0.11
O 0.42 -4.36 -6.84 0.01
C 1.66 -3.70 -6.58 -0.04
H -3.76 -4.43 -6.81 0.09
H -3.05 -3.54 -5.45 0.09
H -3.08 -2.82 -7.09 0.10
H 1.76 -3.48 -5.52 0.08
H 1.74 -2.78 -7.16 0.09
H 2.45 -4.38 -6.88 0.10
C -2.35 8.05 0.52 -0.03
O -1.60 7.59 1.65 0.01
C -0.78 6.58 1.38 -0.63
O -0.63 6.07 0.30 0.11
O -0.15 6.23 2.50 0.02
C 0.71 5.11 2.33 -0.03
H -2.98 8.86 0.88 0.09
H -1.69 8.42 -0.25 0.10
H -2.98 7.26 0.13 0.10
H 1.49 5.32 1.60 0.10
H 0.13 4.24 2.02 0.09
H 1.17 4.90 3.29 0.08
```

charge	0
spin multiplicity	1
SMILES string	N#CC[C@](C#N)(CN)[PH2]=O.COC(=O)OC.COC(=O)OC.COC(=O)OC.COC(=O)OC.COC(=O)OC.COC(=O)OC.COC(=O)OC

=====

C33H82N6O8 | wB97M-V/def2-TZVPD

The geometry in XYZ format:
```
129
Properties=species:S:1:pos:R:3:lowdin_charge:R:1
C 2.90 1.69 0.54 -0.02
C 2.24 1.14 -0.77 -0.44
C 2.86 1.82 -1.96 -0.03
C 2.56 -0.40 -0.91 -0.12
C 1.78 -1.27 0.09 -0.15
C 0.30 -0.98 -0.13 -0.14
C -0.15 0.49 -0.10 -0.51
C -1.49 0.53 -0.85 -0.02
C -0.28 0.92 1.37 -0.01
N 0.78 1.30 -0.86 -0.13
O 0.38 2.60 -0.96 -0.01
H 2.70 2.70 0.88 0.09
H 3.98 1.57 0.47 0.07
H 2.72 1.04 1.40 0.05
H 2.67 1.25 -2.87 0.07
H 3.90 2.12 -2.08 0.09
H 2.31 2.73 -2.20 0.07
H 2.59 -0.81 -1.92 0.08
H 3.61 -0.56 -0.66 0.12
H 2.08 -0.97 1.09 0.09
H 2.02 -2.33 0.06 0.11
H -0.27 -1.40 0.70 0.11
H -0.01 -1.44 -1.07 0.10
H -1.43 -0.02 -1.79 0.07
H -2.25 -0.07 -0.34 0.07
H -1.74 1.57 -1.05 0.08
H 0.65 0.94 1.93 0.07
H -0.83 1.86 1.31 0.08
H -0.97 0.26 1.89 0.08
H 0.50 2.79 -1.90 0.10
C 0.68 -4.82 -4.89 -0.08
O 1.83 -4.00 -4.73 -0.21
C 2.21 -3.56 -3.47 -0.21
C 3.51 -2.72 -3.70 -0.44
C 3.11 -1.60 -4.61 -0.09
N 4.55 -3.45 -4.36 0.04
H -0.27 -4.39 -4.58 0.07
H 0.88 -5.72 -4.31 0.09
H 0.48 -5.03 -5.94 0.09
H 1.50 -3.08 -2.79 0.12
H 2.57 -4.48 -3.01 0.12
H 4.00 -2.40 -2.78 0.13
H 2.15 -1.15 -4.36 0.08
H 3.02 -1.83 -5.67 0.08
H 3.83 -0.78 -4.58 0.08
H 4.93 -4.27 -3.90 0.07
H 4.09 -3.81 -5.18 0.07
C -4.20 -2.33 1.99 -0.07
O -4.48 -1.47 0.85 -0.22
C -4.87 -0.11 1.23 -0.19
C -5.87 0.24 0.20 -0.43
C -5.42 0.20 -1.25 -0.05
N -6.70 1.41 0.62 0.03
H -3.52 -1.96 2.76 0.09
H -3.90 -3.33 1.68 0.07
H -5.22 -2.43 2.37 0.09
H -5.28 -0.06 2.24 0.12
H -4.06 0.62 1.26 0.11
H -6.66 -0.51 0.25 0.13
H -5.84 -0.72 -1.64 0.07
H -4.37 -0.10 -1.28 0.05
H -5.69 0.93 -2.02 0.08
H -7.67 1.33 0.35 0.06
H -6.29 2.28 0.30 0.05
C 4.64 -0.33 3.89 -0.06
O 5.36 0.07 2.65 -0.22
C 6.78 0.23 2.79 -0.22
C 7.17 1.64 3.16 -0.42
C 6.27 2.70 2.43 -0.04
N 8.52 1.72 2.65 0.01
H 5.09 -1.27 4.18 0.08
H 3.57 -0.52 3.77 0.07
H 4.55 0.43 4.67 0.08
H 7.22 -0.47 3.50 0.12
H 7.18 -0.01 1.80 0.12
H 7.12 1.72 4.25 0.13
H 6.49 2.69 1.36 0.08
H 6.34 3.71 2.83 0.07
H 5.19 2.55 2.46 0.05
H 9.20 1.14 3.13 0.07
H 8.91 2.65 2.66 0.07
C -3.21 -7.05 0.14 -0.13
O -2.45 -5.94 -0.21 -0.19
C -2.88 -5.15 -1.32 -0.21
C -2.30 -3.75 -1.21 -0.24
N -2.46 -2.92 -2.34 -0.06
C -3.85 -2.76 -2.86 -0.12
C -3.89 -1.83 -4.21 -0.20
O -5.15 -1.98 -4.73 -0.22
C -5.45 -1.74 -6.10 -0.07
H -2.89 -7.98 -0.32 0.08
H -4.20 -7.00 -0.29 0.08
H -3.30 -7.03 1.23 0.09
H -3.96 -5.19 -1.42 0.11
H -2.33 -5.61 -2.14 0.13
H -1.25 -3.88 -0.93 0.12
H -2.67 -3.43 -0.23 0.09
H -2.07 -1.99 -2.20 0.07
H -4.35 -2.35 -1.98 0.09
H -4.24 -3.77 -2.92 0.10
H -3.13 -2.22 -4.89 0.11
H -3.68 -0.80 -3.94 0.11
H -6.42 -2.16 -6.35 0.08
H -4.71 -2.36 -6.61 0.09
H -5.46 -0.67 -6.33 0.09
C 2.81 4.24 5.78 -0.03
O 1.55 3.46 5.85 -0.19
C 0.79 3.39 4.72 -0.29
C 0.04 4.68 4.51 -0.21
N 0.22 5.15 3.11 -0.05
C -0.69 6.22 2.83 -0.20
C -2.21 5.66 2.53 -0.19
O -2.07 4.94 1.31 -0.19
C -3.36 4.64 0.82 -0.12
H 2.59 5.25 6.14 0.08
H 3.25 4.29 4.78 0.09
H 3.45 3.81 6.55 0.08
H -0.05 2.69 4.72 0.12
H 1.41 3.22 3.84 0.11
H 0.32 5.43 5.26 0.12
H -0.96 4.40 4.85 0.10
H -0.10 4.42 2.49 0.09
H -0.36 6.86 2.01 0.11
H -0.66 6.88 3.70 0.10
H -2.70 6.63 2.52 0.11
H -2.63 5.08 3.35 0.11
H -4.22 5.29 0.93 0.08
H -3.65 3.71 1.30 0.08
H -3.20 4.67 -0.26 0.09
```

charge	0
energy above the lowest of the compared OMol25 structures with the same formula, charge and spin	0.0	kcal/mol
spin multiplicity	1
SMILES string	CC1(C)CCCC(C)(C)N1O.COC[C@H](C)N.COC[C@H](C)N.COC[C@H](C)N.COCCNCCOC.COCCNCCOC

=====

C13H18N2O3 | wB97M-V/def2-TZVPD

The geometry in XYZ format:
```
36
Properties=species:S:1:pos:R:3:lowdin_charge:R:1
C -2.00 2.25 0.46 -0.09
O -2.80 1.57 -0.48 -0.17
C -2.09 1.02 -1.56 -0.18
C -1.46 -0.35 -1.22 -0.19
N -1.26 -1.12 -2.43 0.11
C -1.09 -2.46 -2.40 -0.53
C -0.82 -3.08 -3.75 0.01
O -1.16 -3.10 -1.36 0.05
C -0.09 -0.20 -0.53 -0.46
O 0.66 0.73 -0.76 0.09
N 0.18 -1.21 0.31 0.08
C 1.46 -1.31 1.00 -0.11
C 1.74 -0.06 1.78 -0.23
C 2.96 0.59 1.67 -0.04
C 3.20 1.75 2.39 -0.08
C 2.22 2.28 3.21 -0.09
C 1.00 1.63 3.33 -0.08
C 0.76 0.47 2.62 -0.06
H -1.28 1.59 0.95 0.07
H -2.69 2.65 1.20 0.09
H -1.45 3.08 -0.01 0.10
H -2.83 0.88 -2.35 0.13
H -1.29 1.70 -1.90 0.13
H -2.14 -0.91 -0.58 0.16
H -1.06 -0.62 -3.28 0.15
H -1.59 -2.80 -4.46 0.08
H 0.15 -2.74 -4.12 0.09
H -0.79 -4.16 -3.65 0.08
H -0.38 -2.05 0.23 0.12
H 2.27 -1.49 0.28 0.13
H 1.40 -2.17 1.67 0.13
H 3.71 0.20 1.02 0.11
H 4.15 2.26 2.30 0.10
H 2.40 3.19 3.76 0.10
H 0.23 2.04 3.96 0.10
H -0.19 -0.04 2.71 0.11
```

charge	0
energy above the lowest of the compared OMol25 structures with the same formula, charge and spin	15.1	kcal/mol
spin multiplicity	1
SMILES string	COC[C@@H](NC(C)=O)C(=O)NCc1ccccc1

=====

C4H12N2O2 | wB97M-V/def2-TZVPD

The geometry in XYZ format:
```
20
Properties=species:S:1:pos:R:3:lowdin_charge:R:1
C 1.01 -0.69 1.90 0.01
C 0.38 0.44 1.59 -0.50
N 0.64 1.25 0.52 0.13
O -0.58 0.89 2.49 -0.10
N -1.40 1.96 1.99 0.04
H 1.80 -1.05 1.27 0.05
H 0.78 -1.23 2.80 0.05
H -0.14 1.83 0.24 0.07
H 1.15 0.82 -0.24 0.05
H -1.08 2.80 2.46 0.09
H -2.33 1.73 2.32 0.09
C -0.55 -1.87 -1.35 -0.07
C -1.28 -1.01 -2.03 -0.07
H -0.31 -2.84 -1.74 0.05
H -0.17 -1.64 -0.37 0.03
H -1.53 -0.04 -1.64 0.05
H -1.68 -1.24 -3.01 0.05
O 1.82 0.08 -2.05 -0.07
H 2.39 0.28 -2.79 0.05
H 1.08 -0.46 -2.37 0.01
```

charge	0
energy above the lowest of the compared OMol25 structures with the same formula, charge and spin	98.9	kcal/mol
spin multiplicity	1
SMILES string	C=C(N)ON.C=C.O

=====

Total energy across the listed records, respectively: -3181.62619; -2236.58537; -841.42847; -419.49091 Eh.